(1)
{
  "formula": "C23H24BrIN4O9P",
  "method": "wB97M-V/def2-TZVPD",
  "energy_ev": -136049.0189,
  "gap_ev": 7.55,
  "fmax_ev_per_a": 6.50,
  "total_charge": 1,
  "lumo_energy_ev": -3.9,
  "symbols": ["O", "P", "Br", "N", "C", "C", "C", "C", "C", "I", "N", "C", "N", "C", "C", "C", "N", "C", "C", "H", "H", "H", "H", "H", "H", "H", "H", "H", "H", "H", "H", "H", "H", "H", "H", "C", "C", "C", "O", "C", "C", "C", "O", "O", "O", "H", "H", "H", "H", "C", "C", "C", "O", "C", "C", "C", "O", "O", "O", "H", "H", "H", "H"],
  "positions_angstrom": [[1.238, -3.728, -0.541], [-0.380, -3.264, -0.246], [-0.291, -2.309, 1.844], [-0.831, -1.914, -1.305], [0.207, -0.903, -1.696], [-0.362, -0.567, -3.187], [0.718, 0.121, -4.156], [0.381, 1.720, -4.133], [0.510, 2.331, -2.646], [0.093, 4.479, -2.729], [-1.042, -1.837, -3.605], [-1.792, -2.184, -2.365], [-3.040, -2.634, -2.257], [-3.653, -2.983, -0.960], [-4.135, -4.435, -0.575], [-4.719, -4.585, 0.841], [-4.874, -3.646, 1.890], [-4.460, -2.322, 1.594], [-3.867, -1.979, 0.218], [1.710, -3.644, 0.330], [1.317, -1.192, -1.618], [-0.017, -0.031, -0.971], [-1.238, 0.148, -3.018], [0.657, -0.310, -5.211], [1.756, -0.020, -3.682], [-0.711, 1.820, -4.492], [1.115, 2.251, -4.839], [1.570, 2.187, -2.250], [-0.239, 1.892, -1.905], [-1.847, -1.606, -4.228], [-3.592, -2.784, -3.116], [-4.040, -5.302, -1.324], [-5.070, -5.655, 1.096], [-4.573, -1.529, 2.421], [-3.537, -0.891, 0.044], [-2.224, 2.253, 3.467], [-1.818, 1.855, 2.261], [-0.614, 2.447, 1.611], [-0.261, 2.043, 0.511], [0.103, 3.505, 2.325], [-0.303, 3.907, 3.532], [-1.492, 3.296, 4.194], [-1.824, 3.674, 5.302], [0.351, 4.889, 4.205], [-2.489, 0.888, 1.570], [-3.095, 1.830, 3.950], [0.965, 3.938, 1.834], [-0.134, 4.995, 5.048], [-1.998, 0.782, 0.733], [4.842, 1.088, -0.007], [5.781, 0.577, 0.793], [5.422, -0.203, 2.012], [6.304, -0.670, 2.709], [3.999, -0.371, 2.325], [3.061, 0.143, 1.527], [3.421, 0.898, 0.295], [2.537, 1.337, -0.422], [1.733, -0.006, 1.812], [7.103, 0.747, 0.527], [5.088, 1.653, -0.896], [3.751, -0.923, 3.222], [1.255, 0.452, 1.091], [7.575, 0.285, 1.248]]
}



(2)
{
  "formula": "C23H24CoN6",
  "method": "wB97M-V/def2-TZVPD",
  "spin_multiplicity": 2,
  "s2": 0.7584,
  "energy_ev": -70797.3471,
  "gap_ev": [9.08, 9.04],
  "fmax_ev_per_a": 0.79,
  "total_charge": 2,
  "lumo_energy_ev": [-5.1, -5.1],
  "symbols": ["Co", "C", "N", "C", "C", "C", "C", "C", "C", "N", "C", "C", "C", "C", "C", "C", "N", "C", "C", "C", "C", "C", "N", "H", "H", "H", "H", "H", "H", "H", "H", "H", "H", "H", "H", "H", "H", "H", "H", "H", "H", "N", "C", "C", "C", "N", "C", "C", "H", "H", "H", "H", "H", "H"],
  "positions_angstrom": [[-0.085, 0.321, -0.061], [1.647, -1.722, 1.140], [0.445, -1.683, 0.271], [-0.732, -2.269, 0.934], [-1.382, -1.240, 1.832], [-2.207, -1.605, 2.881], [-2.820, -0.616, 3.631], [-2.582, 0.715, 3.319], [-1.747, 1.005, 2.262], [-1.159, 0.049, 1.529], [0.726, -2.211, -1.076], [1.368, -1.136, -1.924], [2.120, -1.443, -3.043], [2.634, -0.413, -3.813], [2.393, 0.900, -3.434], [1.637, 1.131, -2.304], [1.129, 0.136, -1.564], [2.155, -0.361, 1.551], [3.272, -0.238, 2.362], [3.705, 1.025, 2.718], [3.008, 2.134, 2.253], [1.908, 1.930, 1.452], [1.488, 0.702, 1.105], [2.450, -2.255, 0.627], [1.427, -2.299, 2.040], [-0.475, -3.167, 1.502], [-1.452, -2.575, 0.173], [-2.362, -2.653, 3.106], [-3.473, -0.880, 4.452], [-3.033, 1.516, 3.886], [-1.526, 2.028, 1.984], [-0.214, -2.511, -1.543], [1.359, -3.101, -1.041], [2.301, -2.478, -3.304], [3.220, -0.632, -4.696], [2.786, 1.732, -4.000], [1.432, 2.138, -1.964], [3.792, -1.122, 2.708], [4.574, 1.148, 3.350], [3.312, 3.140, 2.507], [1.334, 2.765, 1.068], [-4.822, 2.258, -3.448], [-3.792, 1.805, -2.716], [-2.806, 2.674, -2.211], [-1.771, 2.160, -1.478], [-1.627, 0.851, -1.193], [-2.573, 0.024, -1.672], [-3.644, 0.438, -2.418], [-4.933, 3.237, -3.646], [-5.530, 1.635, -3.794], [-2.854, 3.738, -2.398], [-1.009, 2.829, -1.094], [-2.457, -1.027, -1.438], [-4.363, -0.289, -2.770]]
}



(3)
{
  "formula": "C23H24F2N4O4STi",
  "method": "wB97M-V/def2-TZVPD",
  "spin_multiplicity": 2,
  "s2": 0.7545,
  "energy_ev": -77768.8057,
  "gap_ev": [4.98, 4.88],
  "fmax_ev_per_a": 4.05,
  "total_charge": 1,
  "lumo_energy_ev": [-4.5, -4.6],
  "symbols": ["Ti", "F", "C", "C", "C", "C", "C", "F", "C", "C", "C", "C", "C", "C", "N", "H", "H", "H", "H", "H", "H", "C", "N", "C", "C", "C", "N", "C", "C", "O", "H", "H", "H", "H", "H", "H", "H", "H", "H", "H", "H", "H", "N", "C", "C", "C", "C", "C", "C", "S", "O", "O", "O", "H", "H", "H", "H", "H", "H"],
  "positions_angstrom": [[0.271, -0.751, -0.359], [1.600, -5.706, -0.983], [2.001, -4.382, -1.032], [1.005, -3.401, -1.305], [1.335, -2.074, -1.170], [2.673, -1.607, -0.921], [3.620, -2.660, -0.747], [4.898, -2.314, -0.444], [3.326, -4.018, -0.782], [2.897, -0.147, -0.730], [4.129, 0.477, -0.611], [4.159, 1.833, -0.306], [2.977, 2.564, -0.087], [1.740, 1.942, -0.286], [1.704, 0.619, -0.649], [-0.007, -3.708, -1.551], [4.088, -4.780, -0.570], [5.036, -0.122, -0.633], [5.116, 2.372, -0.288], [3.046, 3.622, 0.151], [0.803, 2.494, -0.294], [-2.034, -0.932, -3.923], [-2.420, 0.300, -3.246], [-3.248, 1.217, -4.018], [-3.282, 2.611, -3.387], [-3.494, 2.547, -1.901], [-2.516, 1.616, -1.291], [-2.238, 1.781, 0.147], [-2.032, 0.556, -1.967], [-1.261, -0.267, -1.335], [-2.817, -1.308, -4.620], [-1.830, -1.693, -3.141], [-1.116, -0.769, -4.499], [-4.281, 0.823, -4.064], [-2.904, 1.196, -5.071], [-4.123, 3.149, -3.845], [-2.387, 3.220, -3.660], [-4.502, 2.199, -1.642], [-3.354, 3.543, -1.491], [-2.022, 2.822, 0.419], [-1.352, 1.167, 0.368], [-3.068, 1.378, 0.739], [-0.332, -2.035, 1.255], [-0.166, -1.124, 2.378], [1.071, -0.958, 2.984], [1.257, -0.207, 4.135], [0.080, 0.301, 4.710], [-1.198, 0.086, 4.203], [-1.316, -0.549, 2.955], [0.281, 1.294, 6.194], [-0.265, 2.621, 5.883], [-0.262, 0.584, 7.354], [1.780, 1.360, 6.103], [0.308, -2.795, 1.340], [-1.306, -2.358, 1.153], [1.978, -1.369, 2.545], [2.280, -0.082, 4.545], [-2.048, 0.481, 4.808], [-2.279, -0.662, 2.479]]
}



(4)
{
  "formula": "C23H24F4NO",
  "method": "wB97M-V/def2-TZVPD",
  "energy_ev": -38638.3580,
  "gap_ev": 3.51,
  "fmax_ev_per_a": 1.86,
  "total_charge": 1,
  "lumo_energy_ev": -6.7,
  "symbols": ["F", "C", "C", "C", "F", "C", "C", "C", "C", "C", "C", "F", "C", "C", "F", "C", "C", "H", "H", "H", "H", "H", "H", "H", "C", "C", "C", "C", "N", "C", "C", "O", "C", "C", "C", "C", "H", "H", "H", "H", "H", "H", "H", "H", "H", "H", "H", "H", "H", "H", "H", "H", "H"],
  "positions_angstrom": [[4.310, -0.642, -3.832], [4.148, -0.225, -2.529], [5.169, -0.505, -1.622], [4.974, -0.056, -0.312], [5.998, -0.212, 0.593], [3.801, 0.541, 0.108], [2.754, 0.786, -0.827], [1.553, 1.359, -0.323], [0.545, 2.035, -1.093], [-0.003, 3.215, -0.508], [-0.998, 3.918, -1.161], [-1.548, 5.020, -0.543], [-1.491, 3.539, -2.408], [-0.952, 2.379, -2.964], [-1.405, 1.992, -4.206], [0.016, 1.601, -2.337], [2.986, 0.457, -2.193], [6.072, -1.022, -1.930], [3.662, 0.842, 1.146], [1.570, 1.591, 0.754], [0.376, 3.550, 0.458], [-2.258, 4.114, -2.913], [0.336, 0.662, -2.786], [2.262, 0.723, -2.956], [0.575, -3.813, 0.469], [-0.932, -4.056, 0.502], [-1.795, -2.882, 1.007], [-1.173, -1.503, 0.926], [-1.954, -0.446, 1.360], [-3.242, -0.730, 1.991], [-4.040, 0.535, 2.287], [-3.224, 1.536, 2.900], [-2.188, 1.955, 2.011], [-1.261, 0.800, 1.641], [0.083, -1.322, 0.395], [0.905, -2.436, -0.145], [0.984, -3.877, 1.483], [1.067, -4.609, -0.108], [-1.254, -4.311, -0.514], [-1.139, -4.936, 1.123], [-2.739, -2.899, 0.435], [-2.080, -3.106, 2.052], [-3.852, -1.358, 1.331], [-3.096, -1.278, 2.943], [-4.488, 0.907, 1.344], [-4.808, 0.335, 3.047], [-2.610, 2.398, 1.083], [-1.623, 2.722, 2.567], [-0.528, 0.663, 2.463], [-0.695, 1.113, 0.758], [0.509, -0.331, 0.281], [1.974, -2.213, -0.013], [0.747, -2.518, -1.235]]
}



(5)
{
  "formula": "C23H24F6N3OP2SSc",
  "method": "wB97M-V/def2-TZVPD",
  "spin_multiplicity": 2,
  "s2": 0.7700,
  "energy_ev": -97157.5931,
  "gap_ev": [8.18, 4.72],
  "fmax_ev_per_a": 1.43,
  "total_charge": 3,
  "lumo_energy_ev": [-9.5, -12.9],
  "symbols": ["Sc", "O", "N", "C", "C", "C", "C", "C", "C", "C", "P", "C", "C", "C", "C", "C", "C", "C", "C", "C", "C", "C", "C", "H", "H", "H", "H", "H", "H", "H", "H", "H", "H", "H", "H", "H", "H", "H", "H", "S", "C", "N", "C", "C", "C", "N", "H", "H", "H", "H", "H", "H", "H", "H", "F", "P", "F", "F", "F", "F", "F"],
  "positions_angstrom": [[-0.273, -0.943, -0.765], [-2.407, -1.036, -0.156], [-1.673, -2.046, 0.591], [-1.673, -1.824, 1.859], [-2.275, -0.717, 2.604], [-3.034, -1.038, 3.723], [-3.645, -0.033, 4.463], [-3.445, 1.294, 4.119], [-2.626, 1.625, 3.043], [-2.050, 0.632, 2.261], [-0.822, 1.133, 1.016], [-1.590, 2.231, -0.153], [-0.722, 3.019, -0.989], [-1.249, 3.884, -1.904], [-2.645, 3.966, -2.041], [-3.516, 3.170, -1.244], [-2.997, 2.300, -0.328], [0.526, 2.022, 1.767], [1.641, 1.298, 2.199], [2.661, 1.957, 2.865], [2.578, 3.327, 3.082], [1.477, 4.052, 2.638], [0.447, 3.406, 1.979], [-3.177, -1.499, -0.528], [-1.127, -2.601, 2.395], [-3.171, -2.075, 4.006], [-4.257, -0.288, 5.317], [-3.901, 2.081, 4.704], [-2.432, 2.670, 2.836], [0.352, 2.933, -0.870], [-0.609, 4.496, -2.525], [-3.073, 4.638, -2.775], [-4.586, 3.270, -1.370], [-3.648, 1.698, 0.293], [1.717, 0.231, 2.025], [3.523, 1.405, 3.215], [3.379, 3.837, 3.601], [1.424, 5.118, 2.811], [-0.415, 3.975, 1.648], [1.608, -2.245, 0.327], [2.495, -3.007, -0.991], [3.267, -2.305, -1.799], [4.119, -2.918, -2.835], [3.473, -4.209, -3.303], [3.170, -5.097, -2.110], [2.415, -4.316, -1.110], [3.343, -1.319, -1.612], [5.108, -3.098, -2.410], [4.223, -2.200, -3.645], [4.144, -4.727, -3.986], [2.553, -3.991, -3.845], [4.079, -5.475, -1.641], [2.552, -5.946, -2.392], [1.831, -4.798, -0.443], [0.942, -0.286, -2.230], [-0.170, -0.845, -3.565], [-1.285, -1.399, -4.457], [0.100, 0.484, -4.293], [-1.268, -0.093, -2.524], [-0.411, -2.148, -2.411], [1.023, -1.633, -4.138]]
}



(6)
{
  "formula": "C23H24FN8O2Sn",
  "method": "wB97M-V/def2-TZVPD",
  "energy_ev": -48798.1514,
  "gap_ev": 6.02,
  "fmax_ev_per_a": 1.26,
  "total_charge": 1,
  "lumo_energy_ev": -3.3,
  "symbols": ["Sn", "C", "N", "C", "C", "N", "N", "C", "N", "N", "H", "H", "H", "H", "H", "H", "H", "H", "H", "H", "H", "O", "N", "O", "C", "C", "C", "C", "C", "C", "N", "C", "C", "N", "C", "C", "C", "C", "H", "H", "H", "H", "H", "H", "H", "F", "C", "C", "C", "C", "C", "C", "C", "H", "H", "H", "H", "H", "H"],
  "positions_angstrom": [[-0.443, 0.171, -1.067], [5.245, -0.898, -2.283], [4.120, 0.010, -2.159], [4.214, 1.185, -3.006], [2.907, -0.350, -1.660], [1.796, 0.205, -1.992], [2.938, -1.320, -0.679], [1.968, -1.750, 0.188], [2.422, -2.663, 1.080], [0.773, -1.288, 0.227], [6.166, -0.319, -2.325], [5.168, -1.491, -3.200], [5.341, -1.580, -1.441], [5.231, 1.569, -2.949], [3.550, 1.969, -2.643], [3.987, 0.966, -4.055], [1.883, 0.848, -2.766], [3.859, -1.666, -0.457], [3.300, -3.130, 0.933], [1.762, -3.153, 1.661], [0.195, -1.746, 0.920], [-5.230, 5.226, 1.744], [-4.305, 5.084, 2.509], [-4.140, 5.707, 3.531], [-3.283, 4.096, 2.191], [-2.054, 4.320, 2.728], [-0.982, 3.422, 2.502], [0.270, 3.592, 3.114], [1.264, 2.680, 2.850], [0.990, 1.639, 1.960], [-0.184, 1.439, 1.403], [-1.178, 2.300, 1.664], [-2.473, 2.069, 1.083], [-2.622, 1.000, 0.285], [-3.802, 0.753, -0.238], [-4.929, 1.533, 0.015], [-4.804, 2.645, 0.814], [-3.546, 2.957, 1.359], [-1.903, 5.188, 3.354], [0.426, 4.426, 3.781], [2.232, 2.754, 3.322], [1.757, 0.920, 1.704], [-3.866, -0.114, -0.880], [-5.877, 1.277, -0.427], [-5.653, 3.279, 1.015], [-0.300, -6.522, 0.662], [-0.537, -5.372, -0.012], [0.232, -5.067, -1.120], [-0.015, -3.886, -1.797], [-1.024, -3.010, -1.395], [-1.286, -1.767, -2.132], [-1.758, -3.341, -0.252], [-1.525, -4.514, 0.441], [0.991, -5.760, -1.450], [0.571, -3.652, -2.674], [-2.359, -1.606, -2.254], [-0.840, -1.817, -3.126], [-2.535, -2.669, 0.089], [-2.103, -4.781, 1.313]]
}